[1]
Here is a cluster of 9 separate species, C29H75N5O26P4 in total from the OMol25 dataset. Energies are from ωB97M-V with the def2-TZVPD basis set.

ORCA input file:
```
! wB97M-V def2-TZVPD RIJCOSX def2/J DEFGRID3
* xyz 0 1
C -0.873 5.499 2.823
C 0.575 5.238 3.289
O 1.174 4.163 2.568
P 2.248 4.543 1.421
O 3.366 5.292 1.994
O 1.444 5.387 0.327
C 0.784 4.825 -0.825
C -0.193 3.717 -0.520
O 2.612 3.107 0.842
C 3.387 2.198 1.625
C 4.680 1.777 0.967
H -0.994 6.260 2.052
H -1.296 4.588 2.393
H -1.506 5.739 3.679
H 1.078 6.201 3.231
H 0.505 4.852 4.303
H 0.306 5.636 -1.370
H 1.574 4.392 -1.445
H -0.997 3.987 0.167
H -0.630 3.383 -1.463
H 0.309 2.857 -0.075
H 3.634 2.642 2.595
H 2.790 1.334 1.917
H 5.485 2.508 1.023
H 5.019 0.891 1.513
H 4.547 1.492 -0.078
C -3.901 4.579 5.881
C -4.031 3.511 4.792
O -3.058 2.495 5.062
P -3.456 0.954 4.963
O -2.465 0.015 5.507
O -4.953 0.849 5.549
C -5.120 0.717 6.967
C -6.413 1.409 7.343
O -3.728 0.705 3.420
C -2.677 0.496 2.448
C -1.978 1.777 2.104
H -4.683 5.326 5.756
H -3.989 4.072 6.840
H -2.927 5.058 5.803
H -5.059 3.154 4.737
H -3.828 3.947 3.810
H -5.203 -0.336 7.233
H -4.286 1.216 7.465
H -7.205 0.930 6.757
H -6.733 1.294 8.377
H -6.400 2.464 7.068
H -2.052 -0.273 2.913
H -3.216 0.065 1.607
H -1.355 1.707 1.214
H -2.762 2.520 1.911
H -1.396 2.262 2.890
C 8.151 -2.101 -4.504
C 6.675 -2.224 -4.115
O 5.933 -1.110 -4.641
P 4.360 -1.181 -4.850
O 3.772 -0.099 -5.643
O 4.145 -2.652 -5.470
C 2.851 -3.260 -5.559
C 2.054 -2.645 -6.716
O 3.821 -1.282 -3.340
C 2.468 -0.885 -3.067
C 2.462 0.506 -2.482
H 8.643 -1.269 -4.010
H 8.644 -3.044 -4.263
H 8.231 -2.020 -5.588
H 6.303 -3.134 -4.584
H 6.513 -2.283 -3.041
H 3.010 -4.316 -5.768
H 2.341 -3.147 -4.600
H 1.092 -3.147 -6.831
H 1.967 -1.573 -6.559
H 2.602 -2.854 -7.635
H 1.752 -0.960 -3.881
H 2.148 -1.509 -2.226
H 1.473 0.776 -2.110
H 3.152 0.614 -1.648
H 2.701 1.213 -3.283
C -1.925 -1.309 -7.147
C -1.753 -1.499 -5.651
O -2.460 -0.574 -4.827
P -3.961 -0.885 -4.383
O -4.277 -2.235 -3.916
O -4.283 0.253 -3.313
C -3.726 0.102 -2.005
C -3.783 1.428 -1.274
O -4.777 -0.347 -5.673
C -6.197 -0.414 -5.654
C -6.774 0.847 -6.275
H -2.972 -1.259 -7.450
H -1.568 -0.284 -7.296
H -1.397 -2.044 -7.745
H -1.932 -2.526 -5.314
H -0.699 -1.337 -5.403
H -4.294 -0.676 -1.484
H -2.704 -0.285 -1.993
H -3.273 1.381 -0.311
H -3.360 2.221 -1.890
H -4.780 1.746 -0.960
H -6.571 -1.301 -6.170
H -6.585 -0.478 -4.633
H -6.254 1.723 -5.887
H -6.617 0.885 -7.356
H -7.849 0.890 -6.105
C 5.350 -2.450 3.607
N 3.934 -2.190 3.263
O 3.636 -1.088 2.836
O 3.137 -3.088 3.362
H 5.951 -1.623 3.250
H 5.676 -3.328 3.055
H 5.346 -2.628 4.679
C 4.282 -2.173 -0.126
N 5.196 -3.327 -0.162
O 5.657 -3.648 0.916
O 5.506 -3.819 -1.212
H 4.310 -1.526 -1.001
H 4.600 -1.497 0.664
H 3.273 -2.547 0.034
C 0.796 -1.499 1.539
N 0.168 -0.500 0.608
O -0.984 -0.711 0.265
O 0.823 0.464 0.264
H 1.757 -1.680 1.065
H 0.241 -2.429 1.542
H 0.849 -1.020 2.509
C -2.852 -3.048 5.088
N -1.619 -3.420 4.375
O -0.824 -2.548 4.086
O -1.405 -4.591 4.155
H -3.283 -3.991 5.419
H -3.560 -2.513 4.467
H -2.616 -2.513 6.003
C 1.079 -6.091 1.877
N 1.218 -4.896 1.015
O 2.315 -4.428 0.860
O 0.180 -4.414 0.605
H 0.072 -6.486 1.839
H 1.355 -5.765 2.877
H 1.783 -6.848 1.538
*
```

For the relative energy (zero: lowest compared OMol25 entry of this formula, charge and spin), the calculation gives 0.223 eV. As for the SMILES: CCOP(=O)(OCC)OCC.CCOP(=O)(OCC)OCC.CCOP(=O)(OCC)OCC.CCOP(=O)(OCC)OCC.C[N+](=O)[O-].C[N+](=O)[O-].C[N+](=O)[O-].C[N+](=O)[O-].C[N+](=O)[O-].

Löwdin atomic charge list, values in e, 6 entries:
1. C -0.07
2. C -0.25
3. O -0.19
4. P 0.40
5. O -0.23
6. O -0.16

---

[2]
Here is a cluster of 10 separate species, C29H78O11 in total from the OMol25 dataset. Energies are from ωB97M-V with the def2-TZVPD basis set.

ORCA input file:
```
! wB97M-V def2-TZVPD RIJCOSX def2/J DEFGRID3
* xyz 0 1
C 0.918 2.639 1.696
C 0.194 2.925 0.332
C 0.272 4.391 0.073
O 0.835 2.140 -0.683
H 1.895 2.991 1.583
H 0.983 1.584 1.849
H 0.422 3.103 2.556
H -0.829 2.645 0.287
H 1.309 4.753 0.187
H -0.391 4.905 0.806
H -0.097 4.621 -0.941
H 0.609 1.179 -0.520
C -4.479 -2.466 -2.336
C -4.272 -0.936 -2.612
C -4.278 -0.526 -4.116
O -5.462 -0.340 -1.929
H -4.141 -3.115 -3.189
H -5.595 -2.767 -2.312
H -4.043 -2.745 -1.385
H -3.377 -0.535 -2.091
H -4.164 0.580 -4.205
H -5.125 -0.933 -4.649
H -3.349 -0.882 -4.598
H -5.948 0.169 -2.598
C 2.952 -4.437 0.444
C 3.724 -4.263 1.720
C 5.084 -3.667 1.552
O 2.890 -3.563 2.691
H 3.556 -5.097 -0.244
H 2.815 -3.436 -0.016
H 1.921 -4.815 0.627
H 3.864 -5.214 2.230
H 5.588 -4.031 0.671
H 5.674 -3.844 2.465
H 5.048 -2.585 1.401
H 2.561 -2.726 2.366
C -2.316 5.355 -2.554
C -2.260 3.905 -2.585
C -3.645 3.273 -2.298
O -1.872 3.440 -3.870
H -1.348 5.802 -2.698
H -2.703 5.672 -1.610
H -2.919 5.649 -3.441
H -1.473 3.574 -1.814
H -3.540 2.218 -2.138
H -4.159 3.464 -3.225
H -4.160 3.681 -1.467
H -1.066 2.947 -3.884
C 0.987 -4.105 5.790
C -0.113 -4.480 4.869
C -1.379 -3.706 5.300
O 0.066 -4.175 3.481
H 1.213 -3.018 5.732
H 1.932 -4.600 5.537
H 0.680 -4.252 6.838
H -0.363 -5.585 4.990
H -1.302 -2.681 4.945
H -1.376 -3.652 6.388
H -2.369 -4.152 5.052
H 0.960 -4.338 3.235
C 2.735 2.167 -4.270
C 1.330 2.616 -4.216
C 0.681 2.394 -5.558
O 0.658 1.760 -3.289
H 3.367 2.743 -4.939
H 2.825 1.045 -4.512
H 3.203 2.318 -3.278
H 1.226 3.650 -3.942
H 0.910 3.176 -6.212
H -0.433 2.372 -5.377
H 1.012 1.429 -5.883
H 0.805 2.084 -2.383
C -3.448 0.924 0.790
C -3.881 1.527 2.125
C -4.768 0.529 2.833
O -2.758 1.922 2.977
H -4.269 0.946 0.095
H -3.041 -0.033 0.948
H -2.721 1.518 0.225
H -4.431 2.492 1.976
H -4.677 -0.417 2.314
H -5.816 0.796 2.856
H -4.378 0.483 3.753
H -2.018 1.697 2.407
C 1.172 -1.475 -2.475
C -0.174 -1.402 -1.666
C -0.684 -2.762 -1.193
O 0.045 -0.551 -0.479
H 1.698 -2.370 -2.097
H 1.796 -0.536 -2.294
H 0.986 -1.669 -3.505
H -0.942 -0.792 -2.278
H -1.697 -2.713 -0.632
H 0.094 -3.168 -0.477
H -0.657 -3.529 -1.999
H 0.356 -1.122 0.234
C 5.604 0.501 -0.676
C 4.273 0.826 -0.067
C 4.304 0.992 1.428
O 3.778 1.982 -0.759
H 6.091 -0.369 -0.269
H 6.280 1.354 -0.624
H 5.403 0.242 -1.719
H 3.697 -0.108 -0.310
H 4.872 1.918 1.619
H 4.842 0.158 1.942
H 3.347 1.162 1.885
H 2.821 2.124 -0.738
O 1.686 -1.135 1.782
C 1.267 -0.733 3.089
C -0.225 -0.400 3.017
O -0.423 0.169 4.246
H 2.484 -0.694 1.574
H 1.278 -1.668 3.713
H 1.846 0.114 3.469
H -0.687 -1.383 2.947
H -0.542 0.125 2.087
H -1.137 0.833 4.100
*
```

For the relative energy (zero: lowest compared OMol25 entry of this formula, charge and spin), the calculation gives 2.175 eV. As for the SMILES: CC(C)O.CC(C)O.CC(C)O.CC(C)O.CC(C)O.CC(C)O.CC(C)O.CC(C)O.CC(C)O.OCCO.

Löwdin atomic charge list, values in e, 6 entries:
1. C -0.01
2. C -0.44
3. C -0.04
4. O -0.10
5. H 0.06
6. H 0.03

---

[3]
Here is a cluster of 11 separate species, C29H80O11 in total from the OMol25 dataset. Energies are from ωB97M-V with the def2-TZVPD basis set.

ORCA input file:
```
! wB97M-V def2-TZVPD RIJCOSX def2/J DEFGRID3
* xyz 1 2
C -0.771 2.656 3.292
C 0.396 3.471 2.703
O 1.033 2.616 1.831
H -0.448 1.803 3.888
H -1.435 2.340 2.487
H -1.446 3.233 3.923
H 1.048 3.778 3.520
H 0.007 4.295 2.104
H 1.954 2.854 1.705
C -2.948 3.206 -0.251
C -2.754 4.585 0.244
O -3.714 5.446 -0.298
H -3.895 2.843 0.148
H -2.137 2.562 0.089
H -3.053 3.085 -1.330
H -1.741 4.945 0.064
H -2.881 4.534 1.326
H -3.599 6.245 0.222
C -6.784 -1.956 0.247
C -5.274 -1.480 0.319
O -4.500 -2.181 -0.624
H -7.246 -1.630 -0.685
H -7.305 -1.516 1.097
H -6.819 -3.039 0.362
H -4.841 -1.623 1.309
H -5.147 -0.404 0.193
H -3.615 -1.825 -0.734
C 3.703 -0.050 -0.577
C 3.580 0.776 -1.867
O 3.649 2.144 -1.493
H 3.375 -1.042 -0.885
H 3.032 0.315 0.200
H 4.732 -0.066 -0.216
H 2.583 0.610 -2.274
H 4.355 0.567 -2.604
H 3.910 2.592 -2.300
C -0.922 5.890 -3.193
C 0.481 5.409 -2.760
C 0.447 3.969 -2.170
O 1.381 5.422 -3.846
H -0.836 6.677 -3.942
H -1.479 6.298 -2.349
H -1.534 5.113 -3.652
H 0.807 6.145 -2.026
H 1.460 3.578 -2.070
H -0.061 3.344 -2.904
H 0.039 3.895 -1.163
H 1.501 6.334 -4.120
C -2.555 -0.918 3.620
C -2.807 -1.329 5.069
C -2.586 -0.187 6.069
O -4.051 -1.850 5.312
H -3.103 0.003 3.423
H -2.828 -1.667 2.876
H -1.498 -0.712 3.449
H -2.003 -2.050 5.215
H -1.561 0.156 5.924
H -2.703 -0.599 7.071
H -3.214 0.702 6.022
H -4.070 -2.152 6.224
C 2.634 -5.811 2.593
C 3.062 -4.876 1.413
C 3.368 -5.646 0.123
O 2.038 -3.986 1.089
H 3.379 -6.539 2.914
H 1.715 -6.336 2.332
H 2.387 -5.257 3.499
H 3.858 -4.207 1.741
H 4.345 -6.128 0.161
H 3.331 -5.020 -0.768
H 2.603 -6.397 -0.072
H 1.929 -3.373 1.820
C 4.602 -1.226 3.093
C 3.175 -1.208 3.833
C 2.275 0.022 3.577
O 2.525 -2.368 3.469
H 4.427 -1.071 2.028
H 5.175 -2.120 3.338
H 5.188 -0.366 3.417
H 3.314 -1.308 4.910
H 2.842 0.935 3.756
H 1.446 0.016 4.285
H 1.882 0.136 2.566
H 2.833 -2.983 4.138
C 0.965 0.640 -4.929
C -0.018 1.512 -5.619
C 0.593 2.549 -6.604
O -0.796 0.638 -6.430
H 0.571 -0.052 -4.185
H 1.562 1.325 -4.327
H 1.517 0.054 -5.664
H -0.616 2.043 -4.878
H 1.177 2.192 -7.453
H 1.181 3.333 -6.127
H -0.213 3.065 -7.126
H -1.673 1.027 -6.415
C -0.519 -0.750 0.831
C -1.307 -0.249 -0.363
C -0.424 0.610 -1.305
O -1.570 -1.436 -1.166
H -1.126 -1.520 1.306
H -0.432 0.087 1.524
H 0.497 -1.090 0.627
H -2.232 0.213 -0.019
H -0.115 1.506 -0.767
H -0.938 0.957 -2.202
H 0.485 0.085 -1.598
H -0.903 -2.094 -0.957
C -0.586 -4.190 -2.952
C 0.560 -4.129 -1.952
C 1.689 -3.259 -2.284
O 0.079 -3.554 -0.706
H -1.464 -4.674 -2.523
H -0.435 -4.832 -3.820
H -0.798 -3.199 -3.353
H 0.911 -5.138 -1.735
H 2.528 -3.321 -1.591
H 1.351 -2.228 -2.388
H 2.093 -3.464 -3.275
H 0.762 -3.700 -0.047
*
```

Its expectation value of S² is 0.76. For the relative energy (zero: lowest compared OMol25 entry of this formula, charge and spin), the calculation gives 0.498 eV.

Löwdin atomic charge list, values in e, 6 entries:
1. C -0.07
2. C -0.31
3. O -0.10
4. H 0.06
5. H 0.05
6. H 0.08